Formula: C13H16N2O5
Source: the OMol25 dataset
Level of theory: the ωB97M-V functional and the def2-TZVPD basis

Bonds (Å) are listed after each position.
Cartesian coordinates (Å):
1 O 2.10914 -0.80325 -2.10775  C17 1.214
2 O 0.43590 0.28860 -3.17219  C17 1.375, H34 0.968
3 O 2.68804 4.19659 -2.18890  C15 1.363, H23 1.001
4 O 0.93867 2.99455 -3.07616  C15 1.218
5 O 0.69059 0.35245 2.49515  C14 1.206
6 N -1.54596 1.57743 0.04394  C9 1.406, H24 0.982, H25 1.000
7 N 1.24102 0.41258 0.34640  C14 1.362, C19 1.454, H30 1.035
8 C -1.85475 -0.62042 0.64015  C9 1.508, C16 1.438, H27 1.052, H29 1.110
9 C -1.18329 0.66561 1.05055  N6 1.406, C8 1.508, C14 1.552, H28 1.100
10 C -0.64830 -2.61918 1.44633  C16 1.385, C20 1.416, H22 1.021
11 C -2.85812 -2.24876 2.14131  C13 1.395, C16 1.365, H21 1.123
12 C -1.92858 -4.32886 2.53027  C13 1.361, C20 1.410, H35 1.062
13 C -3.00626 -3.51675 2.70457  C11 1.395, C12 1.361, H32 1.133
14 C 0.32000 0.42009 1.34916  O5 1.206, N7 1.362, C9 1.552
15 C 1.81379 3.15179 -2.24429  O3 1.363, O4 1.218, C18 1.516
16 C -1.76526 -1.80111 1.45636  C8 1.438, C10 1.385, C11 1.365
17 C 1.28230 0.08596 -2.10812  O1 1.214, O2 1.375, C19 1.532
18 C 2.01255 2.33273 -0.98450  C15 1.516, C19 1.550, H33 1.149, H36 1.042
19 C 1.11527 1.06902 -0.94504  N7 1.454, C17 1.532, C18 1.550, H31 1.058
20 C -0.67885 -3.90817 2.03121  C10 1.416, C12 1.410, H26 1.067
21 H -3.72260 -1.54601 2.28553  C11 1.123
22 H 0.28949 -2.42495 1.09278  C10 1.021
23 H 3.47836 3.76743 -1.74874  O3 1.001
24 H -1.25608 2.51327 0.11105  N6 0.982
25 H -2.51373 1.74986 -0.14035  N6 1.000
26 H 0.12517 -4.60961 2.03010  C20 1.067
27 H -2.89383 -0.45951 0.59806  C8 1.052
28 H -1.65014 0.88147 2.02321  C9 1.100
29 H -1.67693 -0.89090 -0.42167  C8 1.110
30 H 2.19868 0.13122 0.62113  N7 1.035
31 H 0.14295 1.48293 -0.89090  C19 1.058
32 H -3.91615 -3.83425 3.30117  C13 1.133
33 H 3.13020 2.07359 -0.91597  C18 1.149
34 H 0.15778 1.21410 -3.23425  O2 0.968
35 H -2.13026 -5.33402 2.80618  C12 1.062
36 H 1.75000 3.03208 -0.25875  C18 1.042

Results
LUMO: 0.003 Ha
frontier orbital gap: 9.167 eV
energy: -990.66765 Ha
energy above the lowest of the compared OMol25 structures with the same formula, charge and spin: 65.8 kcal/mol
net charge: 0
SMILES string: N[C@@H](Cc1ccccc1)C(=O)N[C@@H](CC(=O)O)C(=O)O
HOMO: -9.08 eV